# 1
{"formula": "C3H7N", "method": "wB97M-V/def2-TZVPD", "elements": ["N", "C", "C", "C", "H", "H", "H", "H", "H", "H", "H"], "coordinates": [[-1.617, -0.419, -0.252], [1.820, -0.213, 0.085], [-0.628, 0.501, 0.224], [0.663, 0.231, -0.447], [-1.486, -1.360, 0.088], [-0.460, 0.360, 1.314], [0.548, 0.451, -1.500], [2.664, -0.413, -0.660], [-0.938, 1.516, 0.016], [1.988, -0.593, 1.119], [-2.555, -0.062, 0.011]], "charge": 0, "gap_ev": 10.393, "e_above_lowest_kcal_mol": 16.0, "smiles": "C=CCN", "e_lumo_ev": 1.16}

---

# 2
{"formula": "C31H79N3O20", "method": "wB97M-V/def2-TZVPD", "elements": ["O", "O", "O", "O", "O", "O", "O", "O", "O", "O", "O", "O", "O", "O", "O", "O", "O", "O", "O", "O", "N", "N", "N", "C", "C", "C", "C", "C", "C", "C", "C", "C", "C", "C", "C", "C", "C", "C", "C", "C", "C", "C", "C", "C", "C", "C", "C", "C", "C", "C", "C", "C", "C", "C", "H", "H", "H", "H", "H", "H", "H", "H", "H", "H", "H", "H", "H", "H", "H", "H", "H", "H", "H", "H", "H", "H", "H", "H", "H", "H", "H", "H", "H", "H", "H", "H", "H", "H", "H", "H", "H", "H", "H", "H", "H", "H", "H", "H", "H", "H", "H", "H", "H", "H", "H", "H", "H", "H", "H", "H", "H", "H", "H", "H", "H", "H", "H", "H", "H", "H", "H", "H", "H", "H", "H", "H", "H", "H", "H", "H", "H", "H", "H"], "coordinates": [[11.608, 14.570, 20.117], [13.387, 12.141, 9.658], [12.598, 21.800, 12.067], [17.484, 12.005, 16.785], [12.171, 17.690, 16.993], [8.714, 13.031, 19.496], [16.151, 14.187, 13.622], [15.575, 10.157, 18.255], [7.198, 18.788, 8.979], [14.954, 18.818, 17.158], [16.542, 11.791, 11.832], [11.948, 14.550, 14.273], [12.435, 12.932, 18.921], [8.790, 12.273, 14.815], [7.838, 14.956, 17.672], [9.035, 19.166, 10.090], [12.188, 24.117, 10.330], [9.017, 10.445, 12.319], [12.866, 10.152, 10.419], [11.220, 17.949, 13.184], [12.773, 11.364, 10.334], [8.384, 19.006, 9.063], [11.756, 13.947, 19.063], [7.330, 13.180, 19.125], [10.927, 17.925, 17.511], [11.675, 17.957, 11.797], [16.354, 18.726, 16.846], [9.154, 18.747, 7.760], [7.889, 11.013, 12.936], [10.990, 16.629, 13.707], [12.275, 15.922, 14.072], [16.815, 14.194, 12.384], [14.794, 9.780, 19.366], [16.728, 15.017, 14.607], [7.259, 13.671, 17.727], [11.830, 11.995, 11.366], [11.386, 22.273, 11.593], [8.788, 9.133, 11.844], [16.115, 11.757, 16.543], [12.651, 18.796, 16.223], [7.932, 15.556, 16.392], [11.516, 22.895, 10.207], [18.252, 11.898, 15.620], [14.179, 18.643, 16.000], [10.182, 11.908, 14.835], [12.714, 21.399, 13.431], [11.017, 14.337, 17.774], [13.054, 13.936, 14.851], [15.609, 11.159, 12.715], [12.256, 24.942, 9.181], [15.340, 11.465, 17.786], [8.866, 12.662, 20.869], [16.191, 13.102, 11.498], [8.213, 12.359, 13.533], [10.569, 21.567, 11.642], [17.824, 12.462, 14.763], [13.041, 16.016, 13.307], [12.756, 12.887, 14.973], [8.424, 13.403, 21.580], [15.119, 13.224, 11.444], [12.920, 24.532, 8.390], [19.224, 12.294, 15.925], [9.709, 8.756, 11.368], [10.857, 17.606, 11.132], [12.354, 22.221, 14.100], [11.342, 15.328, 17.441], [8.606, 17.944, 7.250], [15.771, 12.585, 15.953], [8.894, 12.961, 12.889], [18.390, 10.851, 15.326], [14.443, 19.361, 15.186], [11.111, 23.156, 12.211], [11.287, 13.546, 17.101], [8.626, 14.982, 15.761], [13.776, 10.188, 19.278], [7.324, 12.972, 13.750], [10.592, 11.969, 15.848], [16.530, 13.216, 10.475], [7.085, 11.155, 12.203], [8.559, 8.475, 12.716], [7.576, 10.322, 13.761], [6.256, 13.738, 17.310], [17.725, 14.637, 14.893], [10.504, 22.941, 9.746], [14.269, 11.625, 17.605], [10.157, 18.503, 8.100], [12.526, 11.994, 12.193], [16.970, 18.950, 17.716], [6.827, 13.954, 19.736], [17.871, 13.962, 12.548], [14.626, 11.089, 12.264], [12.519, 17.269, 11.693], [7.974, 9.106, 11.108], [8.454, 11.647, 21.003], [11.950, 18.984, 11.570], [11.680, 13.024, 11.049], [10.420, 16.059, 12.979], [12.154, 22.240, 9.580], [7.825, 13.004, 17.062], [14.735, 8.701, 19.361], [9.128, 19.707, 7.242], [12.662, 16.318, 14.995], [9.953, 14.411, 17.999], [10.702, 17.218, 18.289], [16.721, 15.187, 11.916], [15.197, 10.112, 20.339], [10.895, 18.938, 17.999], [10.361, 10.893, 14.490], [16.108, 14.939, 15.502], [16.570, 17.738, 16.435], [10.776, 12.561, 14.183], [15.506, 11.751, 13.639], [16.787, 16.058, 14.273], [12.153, 20.489, 13.636], [15.958, 10.164, 12.972], [13.302, 14.355, 15.856], [11.238, 25.126, 8.787], [13.926, 13.970, 14.185], [10.368, 16.716, 14.584], [8.252, 16.593, 16.499], [10.903, 11.454, 11.566], [13.754, 21.251, 13.691], [9.948, 12.618, 21.065], [12.169, 18.740, 15.210], [16.159, 10.889, 15.896], [6.824, 12.213, 19.229], [6.941, 15.578, 15.929], [10.131, 17.922, 16.758], [16.599, 19.451, 16.065], [12.765, 25.878, 9.489], [12.414, 19.792, 16.646], [15.656, 12.182, 18.559], [14.451, 17.638, 15.607]], "charge": 0, "gap_ev": 9.226, "e_above_lowest_kcal_mol": 0.0, "smiles": "C[N+](=O)[O-].C[N+](=O)[O-].C[N+](=O)[O-].COCCOC.COCCOC.COCCOC.COCCOC.COCCOC.COCCOC.COCCOC", "e_lumo_ev": -0.14}

---

# 3
{"formula": "C7H13N2O3", "method": "wB97M-V/def2-TZVPD", "elements": ["O", "O", "O", "N", "N", "C", "C", "C", "C", "C", "C", "C", "H", "H", "H", "H", "H", "H", "H", "H", "H", "H", "H", "H", "H"], "coordinates": [[0.731, 0.395, 2.395], [1.618, -2.119, -0.890], [-2.078, -0.253, -1.613], [0.629, 2.084, 0.889], [1.160, -0.160, 0.187], [-0.668, -1.794, -0.310], [-2.172, -0.451, -3.087], [2.024, 2.519, 0.867], [-0.823, -3.174, 0.412], [0.402, 0.745, 1.132], [-1.474, -1.000, -0.857], [0.901, -1.393, -0.245], [-0.637, 0.620, 0.992], [2.443, 1.785, 1.617], [2.129, 3.550, 1.235], [-1.424, 0.233, -3.494], [-2.181, -1.548, -3.225], [-3.091, -0.047, -3.280], [1.260, 1.102, 2.939], [-1.852, -3.135, 0.705], [-0.564, -3.925, -0.340], [2.089, 0.047, 0.188], [-0.050, -3.281, 1.335], [2.381, 2.565, -0.164], [0.101, 2.393, 0.163]], "charge": 1, "gap_ev": 8.086, "e_above_lowest_kcal_mol": 63.1, "e_lumo_ev": -4.87}

---

# 4
{"formula": "C4H10S", "method": "wB97M-V/def2-TZVPD", "elements": ["S", "C", "C", "C", "C", "H", "H", "H", "H", "H", "H", "H", "H", "H", "H"], "coordinates": [[2.566, -0.657, 0.155], [0.135, 0.835, 0.384], [-1.695, -0.659, -0.475], [-0.897, -0.302, 0.604], [1.566, 0.823, -0.403], [0.451, 0.552, 1.564], [-1.414, 0.125, 1.599], [0.046, 2.049, 0.066], [1.992, 1.648, -0.185], [-0.384, -1.282, 1.001], [-2.301, -1.537, 0.000], [-2.185, 0.192, -0.975], [1.791, -1.690, -0.814], [-0.890, -0.934, -1.047], [1.220, 0.837, -1.476]], "charge": 0, "gap_ev": 9.414, "e_above_lowest_kcal_mol": 107.8, "smiles": "CCCCS", "e_lumo_ev": 0.50}

---

# 5
{"formula": "CH4BrClOSi", "method": "wB97M-V/def2-TZVPD", "elements": ["Br", "Cl", "Si", "O", "C", "H", "H", "H", "H"], "coordinates": [[0.921, -1.177, -1.737], [-2.904, -0.039, -2.392], [0.908, 0.098, 1.476], [-0.207, 0.411, 0.125], [-0.183, 0.081, -1.116], [1.398, 1.585, 1.635], [-1.210, 0.247, -1.691], [-0.202, 0.088, 2.497], [1.478, -1.295, 1.203]], "charge": 0, "gap_ev": 6.781, "e_above_lowest_kcal_mol": 66.2, "e_lumo_ev": -1.67}

---

| no. | E_tot (eV) | strongest force on any atom (eV/Å) |
| --- | --- | --- |
| 1 | -4713.4644 | 2.3 |
| 2 | -78830.7068 | 2.8 |
| 3 | -16581.3569 | 3.8 |
| 4 | -15140.6910 | 9.8 |
| 5 | -93589.1809 | 3.4 |